{"formula": "C27H38N4O4P2Ti", "method": "ωB97M-V/def2-TZVPD", "symbols": ["Ti", "P", "P", "O", "O", "O", "O", "N", "N", "N", "N", "C", "C", "C", "C", "C", "C", "C", "C", "C", "C", "C", "C", "C", "C", "C", "C", "C", "C", "C", "C", "C", "C", "C", "C", "C", "C", "C", "H", "H", "H", "H", "H", "H", "H", "H", "H", "H", "H", "H", "H", "H", "H", "H", "H", "H", "H", "H", "H", "H", "H", "H", "H", "H", "H", "H", "H", "H", "H", "H", "H", "H", "H", "H", "H", "H"], "coordinates": [[0.038600, -0.005900, 0.056300], [-1.447900, 1.970300, -0.086200], [2.548900, -0.017600, 0.133500], [-1.660400, -0.909800, 3.473100], [-1.396900, -0.916000, -3.476400], [-0.300100, -0.175300, 1.841300], [-0.162500, -0.166300, -1.754500], [-1.886400, 4.644700, -0.715800], [-1.588100, -0.967400, -0.002500], [-3.838400, 3.203900, -0.770200], [-2.881400, 3.853300, 1.360700], [4.333900, 1.960500, 1.441300], [2.410700, -2.619300, 0.680000], [-2.226300, -1.227900, 1.152900], [-4.096600, -2.045500, -0.098100], [-3.418800, -1.767800, -1.283300], [4.617700, -1.629100, 1.363400], [5.589100, -0.328900, -2.661800], [-3.510500, -1.779800, 1.137100], [-1.384300, -0.768200, 2.287200], [-0.898000, 3.597000, -0.849700], [4.898100, -0.828800, -3.755000], [-4.093400, 3.546300, 0.619400], [-3.140100, 1.942500, -0.902900], [-2.134300, -1.225100, -1.203200], [2.564900, -1.164600, 2.710000], [-3.126100, 4.302600, -1.397200], [-2.179500, 4.929000, 0.682000], [3.017300, 1.738700, 0.700700], [2.877300, -0.841500, -2.460600], [2.975900, 2.557100, -0.597500], [3.561800, -0.329800, -1.358300], [3.540400, -1.091600, -3.648700], [-2.048500, 2.682800, 1.539100], [4.932000, -0.081400, -1.469800], [-1.206500, -0.765100, -2.275400], [1.860300, 2.181800, 1.604400], [3.108000, -1.398400, 1.300800], [-3.019600, 1.700600, -1.966600], [1.965600, 3.235700, 1.864800], [3.082700, -0.343200, 3.202200], [2.993900, -1.476700, -4.495600], [-1.183700, 2.945100, 2.161200], [-4.613900, 2.719300, 1.107100], [4.358900, 1.410400, 2.378800], [5.416000, -1.008100, -4.685800], [6.648000, -0.124700, -2.740600], [-3.774600, 5.184300, -1.377300], [2.094200, 2.277900, -1.190900], [2.823000, -2.843700, -0.306300], [5.197300, 1.679000, 0.845900], [-4.025800, -1.966300, 2.063300], [-5.088300, -2.469700, -0.134400], [0.903900, 2.031900, 1.077900], [-3.875400, -1.934700, -2.244600], [0.032500, 3.928200, -0.369500], [-3.742600, 1.151900, -0.436000], [4.430700, 3.020700, 1.677500], [-1.244200, 5.137200, 1.208700], [2.544600, -3.497300, 1.310300], [1.493500, -0.953800, 2.694800], [3.863300, 2.375400, -1.202300], [5.026500, -1.880100, 0.387400], [2.724200, -2.058900, 3.312000], [5.492700, 0.308400, -0.634700], [-4.735000, 4.433500, 0.637900], [5.140800, -0.755600, 1.746100], [-2.904300, 4.044600, -2.435100], [4.825500, -2.460500, 2.037400], [1.327300, -2.433700, 0.576500], [1.809100, -1.019600, -2.391600], [-2.617000, 1.907100, 2.068200], [2.924000, 3.623600, -0.380800], [-2.813000, 5.820800, 0.717000], [1.826600, 1.601000, 2.526400], [-0.695700, 3.420600, -1.914600]], "forces_ev_per_angstrom": [[2.5, 1.9, 0.0], [-0.4, 1.7, 0.0], [1.7, 0.4, 0.3], [0.2, 0.2, -1.1], [0.1, 0.2, 0.9], [0.0, 0.0, 2.0], [0.2, -0.3, -1.9], [0.0, 0.4, -0.1], [-0.7, -1.5, -0.2], [-0.3, 0.0, -0.1], [-0.2, 0.2, 0.3], [-0.1, -0.2, -0.1], [-0.1, 0.1, 0.0], [-1.6, -0.6, 0.8], [-0.5, -0.3, -0.1], [1.2, 0.6, -0.2], [-0.2, 0.0, -0.1], [0.1, 0.0, 0.0], [1.4, 0.7, 0.3], [-1.5, -0.8, 2.1], [0.2, -0.4, 0.0], [-0.2, 0.0, 0.0], [-0.2, 0.0, 0.1], [0.3, -0.6, -0.1], [-1.5, -0.4, -1.1], [-0.2, 0.1, -0.1], [0.0, 0.2, -0.1], [0.0, 0.2, 0.0], [-0.1, -0.2, -0.1], [-0.1, 0.0, 0.1], [-0.1, -0.2, 0.0], [-0.3, 0.0, 0.0], [0.2, 0.0, -0.2], [0.3, -0.4, 0.0], [-0.2, 0.0, 0.0], [-1.5, -0.8, -1.9], [0.1, -0.2, 0.0], [-0.1, 0.1, -0.1], [0.0, 0.0, 0.2], [0.0, 0.1, 0.0], [0.0, 0.1, 0.1], [-0.1, 0.0, -0.1], [-0.1, -0.1, -0.1], [0.0, 0.0, 0.0], [0.0, -0.1, 0.1], [0.0, 0.0, -0.1], [0.1, 0.0, 0.0], [0.0, -0.1, -0.1], [0.1, 0.1, 0.0], [-0.1, 0.0, 0.0], [0.1, 0.0, 0.0], [0.0, 0.0, 0.2], [-0.1, 0.0, 0.0], [0.2, 0.3, 0.2], [0.0, -0.1, -0.2], [-0.1, -0.2, -0.1], [0.2, 0.0, -0.1], [0.0, 0.1, 0.0], [0.0, 0.0, 0.0], [0.0, -0.1, 0.1], [0.2, 0.0, 0.1], [0.0, 0.0, -0.1], [0.0, 0.0, 0.0], [0.0, -0.1, 0.0], [0.0, 0.0, 0.1], [0.0, -0.1, 0.0], [0.1, 0.1, 0.0], [0.0, 0.0, 0.0], [0.0, -0.1, 0.1], [0.3, -0.2, 0.0], [0.2, 0.0, -0.1], [0.1, 0.1, 0.0], [0.0, 0.1, 0.1], [0.1, 0.0, 0.0], [-0.1, 0.0, 0.0], [0.1, 0.0, 0.2]], "homo_energy_ev": [-5.27, -8.62], "lumo_ev": [0.11, 0.08], "e_above_lowest_ev": 1.583, "s2": 2.04, "gap_ev": [5.38, 8.70], "spin_multiplicity": 3, "max_force_ha_per_bohr": 0.061}

---

{"formula": "C29H24ClEuF6N12O7PS3", "method": "ωB97M-V/def2-TZVPD", "symbols": ["Eu", "Cl", "S", "S", "S", "P", "F", "F", "F", "F", "F", "F", "O", "O", "O", "O", "O", "O", "O", "N", "N", "N", "N", "N", "N", "N", "N", "N", "N", "N", "N", "C", "C", "C", "C", "C", "C", "C", "C", "C", "C", "C", "C", "C", "C", "C", "C", "C", "C", "C", "C", "C", "C", "C", "C", "C", "C", "C", "C", "C", "H", "H", "H", "H", "H", "H", "H", "H", "H", "H", "H", "H", "H", "H", "H", "H", "H", "H", "H", "H", "H", "H", "H", "H"], "coordinates": [[0.167016, -0.647291, 1.095024], [2.449989, -0.404737, -0.645567], [0.269362, -0.431323, 4.167230], [0.022738, -3.716879, -0.354270], [0.744099, -3.610419, 2.269624], [-0.041326, 1.629096, -0.854030], [1.718399, -5.924409, 3.135111], [2.067311, -5.383174, -1.174026], [1.898482, -3.565994, -2.333794], [2.726334, -3.500410, -0.332559], [2.400881, -4.193106, 4.248030], [3.231447, -4.614999, 2.293821], [1.396363, -2.344228, 1.974055], [-0.234662, -3.631951, 3.308631], [-3.871063, 0.202791, -0.432849], [0.208286, -2.258352, -0.458211], [-0.694395, -4.435956, -1.377063], [1.736188, 0.617935, 1.935730], [-2.014413, -0.863451, -1.066063], [-1.745022, 1.858166, 1.715987], [-1.712749, -3.300708, 0.615608], [-3.602269, -3.202570, 1.569313], [-3.298042, -1.085695, 2.671529], [-1.736469, 0.512995, 1.767609], [-3.293905, -2.302525, -2.876855], [-2.832852, -3.924557, 0.768076], [2.516115, 0.155095, 2.896082], [-2.792684, 2.312749, 2.322838], [0.454568, -4.474043, 1.009362], [-1.667443, -2.174552, 1.329610], [-3.522522, 1.293414, 2.796746], [3.478090, 1.673681, -3.895702], [-4.117339, -1.745608, -1.808041], [-3.340554, -0.688040, -1.031996], [3.454371, 0.735705, -2.875724], [1.950642, -0.335351, 4.056944], [1.437709, 1.740655, -1.954256], [0.739835, 5.744546, 1.121872], [4.724643, -0.230466, 3.678997], [-0.623775, 4.447854, -0.382897], [-3.120290, 1.708628, -4.329003], [-2.864022, -2.128256, 1.897322], [1.502437, 2.691730, -2.982794], [-2.523101, 2.397877, -2.092748], [-2.852480, 0.211101, 2.431351], [-1.043318, 0.995695, -3.347492], [2.447606, 0.774057, -1.926300], [-1.931472, 0.986754, -4.404957], [1.536530, 4.628152, 1.344809], [2.846665, -0.734517, 5.070394], [2.105821, -4.642281, 3.017977], [0.152249, 3.320749, -0.146791], [2.500195, 2.663927, -3.933309], [4.208813, -0.682796, 4.897720], [-0.336455, 5.646755, 0.258398], [-1.301842, 1.733198, -2.182334], [1.756715, -4.071895, -1.083458], [3.849402, 0.169745, 2.703859], [-3.407955, 2.399227, -3.161737], [1.245132, 3.431624, 0.716907], [-4.245882, -1.153811, 2.998385], [-1.701155, 0.409142, -5.293737], [-5.052847, -1.284390, -2.138719], [0.733499, 3.454956, -3.012022], [-1.814925, -1.605897, -1.666613], [-0.125923, 0.421672, -3.414933], [5.787591, -0.198998, 3.484383], [4.875412, -0.995256, 5.692273], [4.217845, -0.028971, -2.814551], [4.251292, 1.635077, -4.651638], [2.380482, 4.691541, 2.021180], [-3.815972, 1.712918, -5.158930], [0.951844, 6.679433, 1.627205], [-4.347552, 2.932741, -3.078288], [-1.456812, 4.415913, -1.067172], [-3.117281, -1.602855, -3.586934], [-2.817994, 2.865040, -1.163935], [-4.361635, -2.540422, -1.098846], [4.158261, 0.510113, 1.726801], [2.409343, -1.115271, 5.981087], [-3.724539, -3.106671, -3.308788], [-0.970444, 6.508549, 0.083392], [1.846517, 2.552572, 0.918730], [2.518869, 3.409506, -4.720109]], "forces_ev_per_angstrom": [[-1.3, 1.9, -0.4], [0.9, 0.0, -1.0], [0.2, 0.1, 0.5], [1.7, -0.7, -1.5], [0.8, -1.1, 0.9], [0.1, 0.8, 0.1], [0.1, 0.2, 0.0], [-0.2, 0.1, 0.0], [-0.1, 0.0, 0.1], [-0.1, -0.1, -0.2], [-0.1, 0.0, -0.2], [-0.1, 0.0, 0.1], [0.9, -1.4, 0.8], [-0.1, -0.1, 0.1], [0.0, 0.1, 0.0], [-0.2, -1.7, -1.3], [-0.4, -0.3, 0.3], [2.0, 1.2, 1.3], [-0.3, 0.5, -0.2], [0.0, 0.1, -0.1], [-0.6, 0.4, 0.3], [-0.3, 0.3, 0.3], [0.0, 0.0, 0.3], [-1.9, 0.7, 0.6], [0.0, 0.2, 0.0], [0.2, -0.1, -0.3], [0.4, 0.2, 0.2], [0.1, 0.0, -0.1], [-0.2, 0.3, -0.1], [-1.3, -0.9, 0.3], [-0.3, -0.3, 0.2], [-0.2, 0.0, 0.3], [-0.1, 0.0, -0.1], [0.0, -0.4, -0.2], [0.4, 0.0, -0.3], [-0.8, 0.1, -0.1], [0.3, -0.3, -0.7], [0.0, 0.0, 0.0], [0.2, 0.0, -0.1], [0.1, -0.1, 0.0], [0.1, 0.0, 0.2], [0.2, -0.4, -0.3], [0.0, -0.1, 0.5], [0.1, -0.1, 0.3], [0.3, 0.4, -0.3], [0.0, 0.1, 0.1], [-0.5, 0.3, 0.5], [-0.2, -0.1, -0.1], [0.0, 0.1, 0.0], [0.6, 0.0, 0.0], [-0.1, 0.0, -0.1], [0.1, 0.1, -0.1], [0.2, 0.1, -0.3], [-0.3, 0.0, 0.1], [0.0, 0.1, 0.0], [0.0, 0.0, -0.4], [0.0, 0.2, 0.1], [0.0, 0.0, 0.1], [-0.2, 0.0, -0.2], [0.0, -0.1, 0.0], [0.0, 0.0, 0.0], [0.0, 0.0, 0.0], [0.0, 0.0, 0.0], [0.0, 0.0, -0.1], [0.0, -0.3, 0.1], [-0.1, 0.0, -0.1], [0.0, 0.0, 0.0], [0.0, 0.0, 0.0], [-0.1, 0.0, 0.0], [0.0, 0.0, 0.0], [0.0, 0.0, 0.0], [0.0, 0.0, 0.0], [0.0, 0.0, 0.0], [0.0, 0.0, 0.1], [-0.1, 0.0, 0.0], [-0.1, 0.0, -0.1], [0.0, 0.0, 0.1], [0.0, 0.0, 0.0], [-0.1, 0.1, 0.0], [0.0, 0.0, 0.0], [0.1, -0.1, 0.1], [0.0, 0.0, 0.0], [0.0, 0.0, 0.1], [0.0, 0.0, 0.0]], "homo_energy_ev": [-0.19, -2.16], "lumo_ev": [3.96, 3.96], "e_above_lowest_ev": 0.776, "s2": 15.76, "gap_ev": [4.15, 6.12], "total_charge": -2, "spin_multiplicity": 8, "max_force_ha_per_bohr": 0.052}

---

{"formula": "C6H5N3OS", "method": "ωB97M-V/def2-TZVPD", "symbols": ["S", "O", "N", "N", "N", "C", "C", "C", "C", "C", "C", "H", "H", "H", "H", "H"], "coordinates": [[3.682859, -0.662587, 0.480080], [4.557784, -0.162927, -0.591419], [1.305477, 2.994274, 0.019433], [0.268790, 2.635148, 0.749844], [1.537142, 2.061839, -0.839173], [0.721251, 1.019407, -0.658231], [-1.201084, 0.438221, 0.790402], [-0.252703, 1.411829, 0.394119], [-1.266269, -0.759274, 0.190048], [-0.394297, -1.091956, -0.859423], [0.646568, -0.237612, -1.235207], [-2.140552, -1.401047, 0.471492], [-1.984467, 0.564797, 1.564590], [-0.466597, -1.982203, -1.385302], [-0.014544, 3.249589, 1.509843], [1.323058, -0.596241, -2.058496]], "forces_ev_per_angstrom": [[-0.3, -0.1, 0.4], [0.3, 0.1, -0.4], [0.2, -0.5, -1.0], [-2.0, -0.5, 1.4], [1.9, 0.9, -0.4], [-2.8, 0.8, 2.3], [-1.0, 2.3, 2.0], [2.4, -1.5, -1.6], [-0.9, -1.5, -1.2], [1.3, 1.8, 0.6], [-0.3, -1.5, -1.4], [1.2, 0.4, -0.3], [0.8, 0.6, -0.4], [-0.3, -1.7, -0.7], [0.0, -0.3, -0.4], [-0.6, 0.8, 1.0]], "homo_energy_ev": [-9.07, -9.22], "lumo_ev": [0.51, -0.95], "e_above_lowest_ev": 0.000, "s2": 2.01, "gap_ev": [9.58, 8.27], "spin_multiplicity": 3, "max_force_ha_per_bohr": 0.073}